The following is a DFT calculation (ωB97M-V/def2-TZVPD) of 9 unconnected molecules or ions with the total composition C89H194N2O9P5 in a non-equilibrium geometry.

```
299
Properties=species:S:1:pos:R:3
C -5.735 -5.184 6.288
C -6.559 -4.965 5.039
C -7.565 -6.067 4.656
C -6.986 -7.415 4.309
P -5.990 -7.548 2.769
C -4.285 -6.976 3.209
C -3.231 -6.876 2.073
C -1.882 -6.451 2.634
C -0.829 -6.350 1.617
C -6.018 -9.339 2.458
C -5.080 -9.709 1.308
C -5.235 -11.214 0.808
C -6.616 -11.696 0.554
C -6.759 -6.543 1.567
C -8.269 -6.830 1.338
C -8.727 -5.995 0.203
C -8.562 -4.495 0.436
H -6.375 -4.984 7.189
H -4.960 -4.433 6.487
H -5.380 -6.221 6.223
H -5.902 -4.903 4.163
H -7.156 -4.059 5.095
H -8.108 -5.597 3.833
H -8.276 -6.189 5.527
H -7.791 -8.159 4.175
H -6.323 -7.766 5.082
H -3.917 -7.669 3.940
H -4.315 -6.035 3.733
H -3.615 -6.096 1.393
H -3.194 -7.795 1.478
H -1.580 -7.159 3.436
H -2.104 -5.499 3.164
H 0.093 -5.908 2.009
H -1.267 -5.826 0.758
H -0.473 -7.317 1.182
H -7.077 -9.593 2.265
H -5.748 -9.800 3.444
H -4.039 -9.531 1.585
H -5.264 -9.044 0.461
H -4.817 -11.869 1.565
H -4.708 -11.316 -0.123
H -6.620 -12.730 0.180
H -7.017 -11.083 -0.256
H -7.304 -11.615 1.398
H -6.193 -6.635 0.619
H -6.571 -5.544 1.953
H -8.833 -6.634 2.239
H -8.379 -7.899 1.098
H -9.775 -6.225 0.035
H -8.153 -6.308 -0.663
H -8.795 -4.195 1.481
H -9.197 -3.922 -0.252
H -7.500 -4.094 0.289
C -6.867 -1.225 -1.134
C -6.318 0.123 -1.594
C -4.754 0.140 -1.745
C -4.020 0.246 -0.406
P -2.242 0.483 -0.578
C -1.754 1.343 -2.127
C -1.555 0.567 -3.407
C -0.991 1.468 -4.543
C -0.666 0.769 -5.800
C -1.641 1.635 0.752
C -1.949 1.213 2.215
C -1.956 2.450 3.148
C -2.150 1.992 4.556
C -1.415 -1.110 -0.249
C -1.827 -2.282 -1.084
C -0.890 -3.487 -0.885
C -1.127 -4.756 -1.736
H -7.934 -1.364 -1.100
H -6.374 -1.526 -0.194
H -6.541 -1.992 -1.860
H -6.524 0.876 -0.860
H -6.797 0.414 -2.505
H -4.439 0.972 -2.340
H -4.374 -0.704 -2.313
H -4.146 -0.584 0.255
H -4.399 1.122 0.085
H -0.789 1.824 -1.879
H -2.523 2.144 -2.184
H -2.421 0.000 -3.742
H -0.827 -0.222 -3.185
H -0.112 1.970 -4.117
H -1.757 2.261 -4.748
H -1.548 0.322 -6.320
H 0.005 -0.069 -5.789
H -0.206 1.402 -6.576
H -2.022 2.594 0.572
H -0.580 1.728 0.695
H -1.195 0.509 2.519
H -2.947 0.769 2.222
H -2.739 3.119 2.806
H -1.006 2.969 3.070
H -1.243 1.383 4.758
H -3.056 1.416 4.663
H -2.196 2.752 5.308
H -1.534 -1.277 0.820
H -0.366 -0.799 -0.368
H -1.880 -2.015 -2.151
H -2.855 -2.657 -0.954
H -0.983 -3.830 0.155
H 0.171 -3.149 -0.986
H -2.155 -5.087 -1.713
H -0.411 -5.567 -1.501
H -1.079 -4.578 -2.813
C 4.028 7.364 1.213
C 3.637 8.744 0.577
C 2.450 8.672 -0.404
C 2.753 7.910 -1.703
P 1.582 7.953 -3.090
C -0.017 7.634 -2.324
C -0.127 6.313 -1.527
C -1.470 5.631 -1.828
C -1.508 5.100 -3.213
C 1.500 9.588 -3.976
C 1.258 10.844 -3.178
C 1.119 12.034 -4.179
C -0.044 12.055 -5.204
C 1.945 6.559 -4.187
C 1.264 6.670 -5.529
C 1.726 5.540 -6.474
C 1.130 4.228 -6.072
H 3.139 7.080 1.742
H 4.942 7.496 1.796
H 4.048 6.574 0.431
H 4.513 9.175 0.054
H 3.417 9.446 1.394
H 2.239 9.700 -0.678
H 1.584 8.263 0.089
H 3.015 6.867 -1.500
H 3.662 8.383 -2.075
H -0.648 7.581 -3.241
H -0.294 8.532 -1.790
H -0.029 6.491 -0.457
H 0.681 5.671 -1.846
H -2.337 6.304 -1.704
H -1.648 4.790 -1.144
H -2.370 4.451 -3.232
H -0.555 4.633 -3.435
H -1.666 5.912 -3.953
H 0.686 9.379 -4.734
H 2.410 9.621 -4.542
H 2.065 11.078 -2.479
H 0.335 10.698 -2.520
H 2.023 12.005 -4.817
H 1.045 12.962 -3.599
H 0.169 12.837 -5.950
H -1.011 12.319 -4.784
H -0.087 11.139 -5.772
H 1.641 5.678 -3.601
H 3.028 6.482 -4.304
H 1.434 7.668 -6.011
H 0.187 6.500 -5.360
H 2.824 5.495 -6.336
H 1.505 5.796 -7.518
H 0.046 4.331 -6.026
H 1.503 3.925 -5.075
H 1.369 3.468 -6.807
C -1.112 -3.163 4.665
C -0.516 -1.884 4.059
C 0.572 -2.075 3.056
C 1.724 -2.915 3.605
P 3.140 -3.078 2.480
C 4.462 -3.945 3.409
C 5.962 -3.919 3.034
C 6.866 -4.258 4.263
C 6.793 -3.172 5.425
C 2.675 -4.071 1.016
C 3.551 -4.034 -0.270
C 2.986 -5.050 -1.172
C 3.250 -6.542 -0.782
C 3.736 -1.503 1.989
C 4.037 -0.485 3.167
C 4.598 0.804 2.755
C 4.236 1.905 3.752
H -1.744 -3.661 3.936
H -1.709 -2.926 5.524
H -0.374 -3.845 5.073
H -0.214 -1.159 4.827
H -1.394 -1.433 3.540
H 0.951 -1.099 2.668
H 0.207 -2.525 2.139
H 1.428 -3.920 3.915
H 2.121 -2.348 4.451
H 4.031 -4.933 3.527
H 4.429 -3.399 4.362
H 6.234 -2.899 2.706
H 6.194 -4.585 2.208
H 7.909 -4.331 3.956
H 6.677 -5.259 4.713
H 7.361 -3.452 6.302
H 5.750 -2.928 5.739
H 7.391 -2.301 5.102
H 1.628 -3.851 0.756
H 2.601 -5.079 1.410
H 4.612 -4.264 -0.074
H 3.488 -3.055 -0.745
H 3.244 -4.898 -2.206
H 1.921 -4.958 -1.181
H 2.913 -6.687 0.260
H 4.328 -6.670 -0.802
H 2.716 -7.217 -1.447
H 3.118 -0.955 1.235
H 4.625 -1.835 1.401
H 4.567 -0.944 4.025
H 3.087 -0.195 3.603
H 4.092 1.024 1.799
H 5.692 0.774 2.596
H 3.165 2.151 3.755
H 4.719 2.835 3.445
H 4.476 1.698 4.798
C 7.330 3.406 2.293
C 6.544 3.456 0.979
C 6.879 2.254 0.098
C 5.814 2.136 -0.980
P 6.245 1.123 -2.353
C 4.851 0.570 -3.319
C 3.836 1.538 -3.855
C 3.011 0.833 -4.924
C 3.786 0.957 -6.210
C 7.431 2.038 -3.386
C 7.323 3.595 -3.302
C 8.298 4.364 -4.197
C 8.108 4.162 -5.705
C 7.133 -0.414 -1.870
C 6.382 -1.446 -1.052
C 7.402 -2.623 -0.806
C 7.902 -3.285 -2.064
H 8.378 3.728 2.193
H 7.299 2.421 2.822
H 7.010 4.183 2.985
H 6.691 4.379 0.390
H 5.468 3.414 1.138
H 6.874 1.348 0.711
H 7.908 2.290 -0.227
H 5.531 3.120 -1.360
H 4.862 1.759 -0.592
H 4.386 -0.178 -2.652
H 5.299 -0.033 -4.090
H 4.261 2.491 -4.161
H 3.126 1.758 -3.013
H 2.000 1.207 -5.016
H 2.896 -0.234 -4.640
H 4.754 0.448 -6.185
H 4.032 1.992 -6.470
H 3.220 0.497 -7.056
H 7.399 1.705 -4.417
H 8.389 1.747 -2.945
H 7.402 3.953 -2.240
H 6.290 3.876 -3.680
H 9.290 4.050 -3.883
H 8.139 5.399 -3.966
H 7.597 3.207 -5.876
H 9.050 4.116 -6.257
H 7.476 4.881 -6.224
H 8.092 -0.155 -1.402
H 7.495 -0.820 -2.834
H 5.399 -1.718 -1.474
H 6.130 -0.958 -0.074
H 7.036 -3.389 -0.090
H 8.187 -2.055 -0.329
H 8.357 -2.599 -2.774
H 7.036 -3.757 -2.537
H 8.640 -4.084 -1.874
C -5.672 5.165 4.082
C -5.431 4.352 2.805
N -5.806 2.917 2.980
C -6.326 2.114 1.967
C -6.447 0.879 2.445
N -5.931 0.878 3.719
C -5.590 2.140 3.994
C -5.877 -0.278 4.670
H -6.714 5.045 4.396
H -5.429 6.222 3.866
H -5.002 4.801 4.886
H -4.480 4.488 2.326
H -6.171 4.715 2.116
H -6.529 2.546 1.019
H -6.959 0.008 2.049
H -5.240 2.469 4.937
H -5.901 -1.183 4.131
H -6.664 -0.178 5.451
H -4.900 -0.156 5.154
O -3.414 -2.522 2.174
C -4.753 -2.858 2.018
O -4.847 -4.211 1.926
O -5.516 -2.048 1.961
H -3.002 -3.385 2.030
O -4.883 5.176 -0.907
C -4.115 3.994 -0.521
O -4.216 3.046 -1.313
O -3.450 4.233 0.505
H -5.367 5.071 -1.731
O 2.300 -0.786 -1.857
C 2.277 0.164 -0.934
O 1.221 0.796 -0.608
O 3.376 0.316 -0.405
H 1.363 -1.024 -2.020
```

**HOMO-LUMO gap**: 8.5 eV
**Total charge**: +3
**Multiplicity**: 1

These are the Mulliken partial charges, in e, on atoms 1 to 6:
1. C -1.4629
2. C 0.8936
3. C -0.6030
4. C -1.4389
5. P 0.6988
6. C -1.0960